1.
Computed, not measured: a molecular structure, C17H29N2O2PReSi at a distorted geometry, with the ωB97M-V functional and the def2-TZVPD basis.

The expectation value of S² is 6.0671. Its multiplicity is 5. As for the total charge: +3. For the energy, the calculation gives -44438.8807 eV.

Each line ends with the Mulliken spin population.
Cartesian coordinates (Å):
Re -0.11 0.02 0.04  1.980
P 0.37 -2.12 -0.09  0.061
Si 4.49 0.38 2.39  -0.010
O -2.05 -0.28 -0.41  0.194
O -1.03 -0.38 2.97  0.161
N -0.09 2.22 -0.47  0.071
N 0.28 0.24 -2.12  -0.016
C 0.30 0.31 -4.87  -0.007
C -0.63 2.44 -1.83  0.036
C 1.94 -2.97 0.16  0.025
C -0.06 1.39 -2.75  0.196
C -0.92 2.85 0.57  0.028
C 4.09 1.89 3.41  0.018
C 1.85 0.08 0.77  -0.001
C 6.09 0.66 1.40  0.025
C 4.64 -1.17 3.42  0.059
C 0.45 -0.89 -4.17  0.193
C 1.28 2.79 -0.43  0.003
C -0.90 -3.30 0.40  0.037
C 0.42 -0.94 -2.78  0.183
C -0.16 -2.15 -2.04  0.113
C 3.01 0.10 1.21  0.414
C -0.02 1.47 -4.15  0.124
C -0.63 -0.18 1.88  0.003
H 1.89 2.34 -1.21  -0.005
H -1.20 -2.07 -1.95  0.026
H 0.66 -1.81 -4.68  -0.001
H 1.20 3.89 -0.57  -0.001
H -1.15 -3.13 1.44  0.007
H -1.96 2.56 0.42  -0.006
H 3.65 -1.42 3.81  0.000
H 2.22 -3.55 -0.74  -0.001
H 4.16 2.81 2.82  0.001
H 3.05 1.80 3.76  -0.001
H -0.34 3.45 -2.16  0.007
H -1.83 -3.20 -0.17  -0.003
H -0.85 3.94 0.47  0.008
H -0.56 -4.34 0.31  0.003
H 5.00 -2.02 2.83  0.001
H 2.63 -2.17 0.45  0.016
H 0.45 0.38 -5.96  0.006
H -1.72 2.37 -1.79  0.021
H 6.94 0.78 2.10  0.000
H 6.31 -0.19 0.72  -0.001
H -0.17 -3.15 -2.53  0.004
H 1.76 2.57 0.52  0.004
H 4.76 1.95 4.27  0.001
H -0.25 2.45 -4.61  -0.002
H 1.75 -3.61 1.04  0.003
H 5.33 -0.99 4.26  0.001
H -0.58 2.57 1.58  0.000
H 6.02 1.58 0.77  0.001
H -2.65 0.08 -1.14  0.021

***

2.
Computed, not measured: a molecular structure, C17H29N2O5P2Pb at a distorted geometry, with the ωB97M-V functional and the def2-TZVPD basis.

As for the total charge: +1. For the energy, the calculation gives -55130.3376 eV.

Each line ends with the Löwdin charge.
Cartesian coordinates (Å):
Pb -0.06 -0.14 -0.13  1.069
P 0.39 -2.38 0.93  0.782
P -0.68 2.42 -0.14  0.825
O -2.96 -3.61 -0.44  -0.096
O 3.52 2.29 0.06  0.040
O 1.53 1.35 0.52  -0.374
O 2.51 2.73 1.95  0.052
O -1.77 -2.31 -2.50  -0.143
N -1.21 0.09 1.89  -0.012
N 2.60 2.12 0.90  -0.517
C -1.06 2.55 1.64  -0.242
C 0.58 3.60 -0.67  -0.185
C 2.53 -0.50 -1.74  -0.133
C 0.49 -3.63 -0.34  -0.196
C 0.53 0.04 -3.08  -0.164
C 3.27 -0.66 -2.92  -0.058
C -1.21 -2.38 1.78  -0.267
C -1.65 1.30 2.29  -0.273
C -2.50 -1.04 3.52  0.011
C -2.52 1.39 3.38  0.016
C -2.15 2.67 -1.17  -0.236
C 1.20 -0.18 -1.89  -0.378
C 1.28 -0.11 -4.26  -0.066
C -1.64 -1.06 2.42  -0.288
C 1.81 -2.38 2.01  -0.211
C -2.93 0.20 4.00  -0.007
C 2.64 -0.46 -4.16  -0.066
H -1.05 -3.15 2.55  0.107
H -0.35 -3.55 -1.06  0.041
H -1.64 -1.50 -1.89  -0.067
H -1.96 -2.76 1.02  0.082
H -2.95 1.99 -0.84  0.055
H 0.89 3.36 -1.71  0.089
H 1.70 -1.58 2.77  0.077
H 0.78 0.06 -5.21  0.109
H -2.82 2.38 3.71  0.128
H -1.67 -0.53 -1.01  0.006
H -1.74 3.40 1.71  0.104
H -0.07 2.78 2.09  0.103
H -3.59 0.25 4.85  0.122
H 1.45 3.57 -0.03  0.027
H 0.44 -4.57 0.23  0.073
H -2.56 -3.32 -1.31  0.011
H -0.53 0.32 -3.09  0.089
H 3.21 -0.58 -5.07  0.103
H 3.00 -0.62 -0.75  0.098
H -2.41 3.73 -1.00  0.055
H -2.78 -1.99 3.97  0.127
H -3.83 -3.20 -0.43  0.058
H -1.90 2.48 -2.24  0.062
H -0.98 -2.35 -3.05  0.054
H 0.13 4.60 -0.55  0.072
H 2.74 -2.23 1.42  0.074
H 1.45 -3.54 -0.89  0.077
H 1.76 -3.39 2.45  0.066
H 4.33 -0.93 -2.85  0.113

***

3.
Computed, not measured: 4 unconnected molecules or ions with the total composition C17H29NO13, with the ωB97M-V functional and the def2-TZVPD basis.

The energy above the lowest of the compared OMol25 structures with the same formula, charge and spin is 0.000 eV. For the energy, the calculation gives -46204.8951 eV. The SMILES is C[C@@H]1COC(=O)O1.C[C@@H]1COC(=O)O1.C[C@@H]1COC(=O)O1.CCOCCOOC(N)=O.

Each line ends with the Löwdin charge.
Cartesian coordinates (Å):
O 0.36 3.00 2.83  0.014
O 0.84 1.37 -3.96  0.165
O 0.43 -1.23 2.71  -0.138
O 3.94 6.84 -2.85  0.159
O -0.25 -6.31 0.49  0.090
O -1.87 3.09 2.45  0.153
O 0.42 2.20 1.64  -0.089
O -0.28 0.95 -2.06  0.028
O 2.20 5.66 -2.04  0.083
O -1.30 0.67 -4.01  0.092
O -0.22 -4.09 0.57  0.049
O 3.91 4.59 -2.97  0.062
O -0.81 -5.26 2.40  0.161
N -0.99 3.86 4.45  0.140
C -1.68 0.78 -1.76  -0.080
C 0.83 -6.79 -1.63  -0.021
C 0.91 3.85 -1.04  -0.015
C -0.46 -5.22 1.27  -0.557
C -3.62 0.33 -3.37  -0.019
C -0.15 1.02 -3.40  -0.563
C 0.00 0.10 2.81  -0.216
C -0.94 3.28 3.16  -0.573
C -0.08 -5.86 -0.87  -0.327
C -0.53 -2.18 3.16  -0.264
C -0.82 -2.07 4.65  -0.069
C -2.18 0.09 -3.02  -0.323
C 1.77 4.29 -2.20  -0.320
C 0.44 -4.46 -0.65  -0.086
C 0.99 0.96 2.04  -0.134
C 3.11 3.59 -2.33  -0.088
C 3.40 5.80 -2.64  -0.569
H 0.19 -3.76 -1.43  0.136
H -2.12 1.76 -1.63  0.144
H -1.31 -2.98 5.00  0.078
H -1.00 0.24 2.37  0.135
H -3.86 -0.12 -4.33  0.089
H -1.49 -1.24 4.87  0.068
H -0.18 4.47 4.58  0.094
H -1.79 0.19 -0.85  0.139
H 0.42 -7.80 -1.66  0.089
H 0.02 4.47 -0.97  0.096
H -0.88 3.12 5.14  0.096
H 0.95 -6.44 -2.65  0.092
H 1.28 0.47 1.11  0.140
H 1.23 4.22 -3.14  0.156
H -1.96 -0.98 -2.98  0.156
H 1.81 -6.84 -1.16  0.092
H -1.47 -2.04 2.61  0.123
H -3.83 1.40 -3.43  0.093
H -0.06 0.44 3.85  0.123
H 0.61 2.82 -1.13  0.065
H 0.11 -1.90 5.21  0.083
H -4.27 -0.11 -2.61  0.093
H 3.07 2.69 -2.93  0.129
H 1.88 1.16 2.64  0.133
H 1.52 -4.45 -0.47  0.142
H -0.13 -3.16 2.94  0.085
H -1.07 -5.83 -1.33  0.158
H 3.54 3.37 -1.35  0.139
H 1.46 3.96 -0.10  0.087

***

4.
Computed, not measured: a molecular structure, C17H30BrN6O3Pr at a distorted geometry, with the ωB97M-V functional and the def2-TZVPD basis.

The expectation value of S² is 2.0075. Its multiplicity is 3. As for the total charge: +2. For the energy, the calculation gives -117299.4973 eV.

Each line ends with the Mulliken spin population.
Cartesian coordinates (Å):
Pr -0.15 0.80 -0.10  2.018
Br -0.21 4.83 0.72  0.001
O -1.57 -0.10 1.96  0.010
O 1.15 -0.03 -2.31  -0.002
O -2.30 -0.11 -0.11  -0.005
N 0.35 -1.94 0.07  -0.004
N 1.39 0.41 -4.49  0.000
N 2.26 2.15 0.19  0.004
N 0.66 -4.43 -0.14  0.000
N -1.68 2.58 1.00  0.003
N 1.01 0.77 2.37  -0.002
C -0.21 -3.96 -1.24  0.000
C 1.77 -2.25 -0.09  0.004
C -0.39 -2.43 -1.10  0.003
C -0.93 2.00 -2.17  -0.023
C -2.27 0.37 1.04  -0.009
C -0.16 -2.60 1.27  0.001
C 0.69 0.47 -3.36  0.000
C -2.75 1.80 1.24  0.005
C -3.97 2.32 1.62  0.000
C -4.06 3.70 1.80  0.000
C -2.95 4.51 1.59  0.000
C 0.02 -4.13 1.16  0.000
C 1.88 1.94 2.60  0.002
C -0.68 1.09 -3.41  0.000
C -1.80 3.88 1.16  0.000
C 2.93 2.01 1.50  -0.001
C 1.99 -3.77 -0.22  0.000
H 2.38 1.90 3.58  0.000
H 2.14 -1.73 -0.98  0.000
H -2.98 5.58 1.75  0.000
H 0.79 -5.44 -0.22  0.000
H 2.32 -1.86 0.77  0.000
H 0.36 -2.21 2.15  0.000
H -1.41 0.27 -3.39  0.000
H -4.82 1.69 1.77  0.000
H 3.62 2.83 1.70  0.000
H 2.00 3.13 0.08  0.000
H 2.93 1.97 -0.55  0.001
H 1.51 -0.05 2.70  0.001
H 0.18 0.84 2.97  0.000
H 3.50 1.07 1.48  0.000
H 2.45 -4.03 -1.17  0.000
H -0.53 3.00 -2.41  -0.002
H 1.05 0.83 -5.34  0.000
H -2.03 2.14 -2.12  0.000
H -0.82 1.63 -4.36  -0.001
H -0.94 -4.64 1.20  0.000
H 0.64 -4.52 1.97  0.000
H 2.31 0.00 -4.50  0.000
H 1.27 2.85 2.57  0.000
H -1.21 -2.34 1.39  0.000
H 0.27 -4.22 -2.19  0.000
H -0.01 -1.92 -1.99  -0.001
H -1.44 -2.17 -0.97  0.000
H -4.99 4.15 2.12  0.000
H -1.16 -4.48 -1.18  0.000
H 2.62 -4.16 0.59  0.000

***

5.
Computed, not measured: 5 unconnected molecules or ions with the total composition C17H30Cl8N, with the ωB97M-V functional and the def2-TZVPD basis.

As for the total charge: +1. For the energy, the calculation gives -119779.1587 eV.

Each line ends with the Löwdin charge.
Cartesian coordinates (Å):
Cl -1.97 -1.63 2.16  0.545
Cl -7.83 -5.37 7.24  0.495
Cl 4.59 4.05 -4.75  0.561
Cl -6.26 -2.07 6.89  0.486
Cl -9.62 -5.05 9.54  0.515
Cl -5.07 -1.92 9.57  0.518
Cl -3.54 -1.08 4.57  0.541
Cl 2.73 4.78 -6.89  0.530
N -0.42 0.72 -1.08  0.160
C 1.86 2.50 -1.31  -0.177
C 1.04 2.09 -2.54  -0.108
C -1.46 -0.09 -0.79  -0.036
C -2.01 -0.09 -3.09  0.013
C -2.29 -0.50 -1.79  -0.007
C -2.11 -0.66 3.66  -0.993
C 4.30 1.69 -1.54  -0.181
C -0.13 1.16 -2.31  -0.178
C -9.07 -4.37 8.01  -1.030
C -5.10 -2.78 8.03  -1.024
C 2.83 -1.30 -0.54  -0.100
C 4.47 0.78 -2.78  -0.193
C 3.57 3.47 -6.07  -1.021
C 3.60 -0.48 -2.88  -0.215
C 3.77 -1.50 -1.75  -0.236
C -0.93 0.74 -3.35  0.024
C 3.31 2.85 -1.69  -0.196
H 3.52 -2.48 -2.17  0.102
H 4.05 1.11 -0.65  0.098
H 2.41 -0.29 -0.55  0.022
H 4.29 1.40 -3.66  0.071
H 1.99 -1.99 -0.57  0.069
H 2.83 2.79 -5.66  0.009
H 5.27 2.14 -1.34  0.113
H 3.37 -1.40 0.40  0.076
H 4.81 -1.57 -1.43  0.111
H 3.90 -0.97 -3.81  0.110
H -0.71 1.06 -4.36  0.137
H 1.86 1.75 -0.52  0.081
H -2.65 -0.40 -3.91  0.130
H 0.60 2.99 -2.97  0.144
H -8.64 -3.39 8.20  -0.003
H -5.40 -3.81 8.21  0.002
H 5.51 0.46 -2.82  0.116
H -3.13 -1.14 -1.57  0.129
H 3.62 3.72 -1.11  0.116
H -1.23 -0.85 4.26  0.030
H 1.66 1.66 -3.32  0.110
H 1.39 3.40 -0.90  0.120
H 4.20 2.95 -6.79  0.030
H -9.91 -4.29 7.34  0.026
H 0.17 1.01 -0.31  0.156
H 2.53 -0.26 -2.98  0.088
H -4.12 -2.73 7.58  0.014
H -2.17 0.39 3.38  0.027
H -1.60 -0.37 0.25  0.031
H 3.29 3.20 -2.73  0.039

***

6.
Computed, not measured: a molecular structure, C17H30CrFGeN2, with the ωB97M-V functional and the def2-TZVPD basis.

The expectation value of S² is 6.4724. Its multiplicity is 5. As for the total charge: -1. The energy above the lowest of the compared OMol25 structures with the same formula, charge and spin is 0.294 eV. For the energy, the calculation gives -108748.2651 eV.

Each line ends with the Mulliken spin population.
Cartesian coordinates (Å):
Ge -1.71 -2.87 -0.85  0.099
Cr -1.99 0.40 0.16  3.921
F -2.30 1.74 -1.13  0.036
N 0.53 1.01 -0.63  0.114
N 2.77 0.28 -1.89  0.035
C -1.81 0.29 2.28  -0.008
C -1.38 2.76 2.33  0.003
C 2.44 -0.65 -0.83  -0.002
C -0.57 3.85 2.60  0.012
C 0.32 1.30 3.18  -0.021
C -2.92 -4.39 -1.32  -0.014
C 0.37 0.84 -2.07  0.040
C 1.21 -0.14 -0.04  -0.041
C 1.12 2.40 3.45  0.010
C -0.42 -3.65 0.47  -0.036
C -0.96 1.45 2.62  -0.108
C 1.68 0.46 -2.83  -0.006
C 0.69 3.69 3.16  -0.010
C -2.66 -1.32 -0.23  -0.909
C 0.98 2.36 -0.17  -0.008
C 2.39 2.78 -0.36  0.890
C -0.58 -2.70 -2.49  -0.014
H -0.92 4.85 2.35  0.000
H 2.10 2.25 3.89  0.001
H 3.31 -0.75 -0.17  0.008
H -0.07 1.75 -2.47  -0.011
H -3.72 -1.57 -0.08  0.018
H 3.15 2.47 0.34  0.007
H 0.36 -2.19 -2.27  -0.008
H -2.35 2.91 1.88  0.008
H -1.10 -2.15 -3.28  0.002
H 1.49 -0.45 -3.42  0.000
H 0.42 -4.13 -0.05  -0.003
H -0.36 0.04 -2.22  -0.015
H -0.34 -3.70 -2.86  0.002
H 2.22 -1.66 -1.22  0.000
H -2.35 -5.30 -1.51  -0.001
H -0.01 -2.88 1.12  0.002
H 0.67 0.31 3.42  -0.001
H -3.50 -4.15 -2.22  0.000
H 0.48 -0.96 0.02  0.007
H -1.43 -0.62 2.73  0.026
H 1.33 4.54 3.36  0.002
H 1.96 1.25 -3.53  0.003
H 2.72 3.21 -1.29  -0.020
H 3.63 0.03 -2.35  -0.001
H -0.91 -4.40 1.09  0.008
H 0.30 3.05 -0.67  -0.009
H 1.48 0.12 0.98  -0.056
H -3.63 -4.60 -0.51  0.003
H -2.84 0.44 2.63  0.015
H 0.73 2.38 0.89  0.033

***

7.
Computed, not measured: a molecular structure, C17H30F3N4O7PS3 at a distorted geometry, with the ωB97M-V functional and the def2-TZVPD basis.

For the energy, the calculation gives -88350.4403 eV.

Each line ends with the Löwdin charge.
Cartesian coordinates (Å):
S -4.86 1.26 3.71  0.482
S -0.08 -4.38 0.77  0.228
S -7.07 0.00 4.40  0.467
P -0.88 -3.60 -0.79  0.426
F -7.03 0.99 5.66  -0.196
F -3.36 0.75 3.43  -0.231
F -5.09 -1.07 0.14  0.146
O 3.31 2.89 -2.73  0.144
O -7.91 0.69 3.48  -0.289
O -7.58 -1.19 4.98  -0.291
O -5.18 1.89 2.46  -0.305
O -3.59 -2.18 1.21  0.166
O -4.66 2.13 4.83  -0.283
O 2.69 1.90 -0.79  -0.098
N 0.24 0.19 -1.30  0.044
N -0.03 -2.14 -1.38  -0.132
N -1.39 -1.02 0.07  -0.097
N -5.54 -0.13 4.01  -0.306
C 2.36 -2.69 -1.70  -0.158
C -1.13 1.12 1.51  -0.149
C -2.71 -0.69 -0.44  -0.073
C 2.96 2.88 0.25  -0.154
C 1.47 1.37 1.72  -0.212
C -0.37 -0.98 -0.87  -0.338
C 0.14 1.95 1.19  -0.202
C 2.64 2.36 1.67  -0.154
C 4.48 -1.93 -4.38  0.125
C -3.81 -1.36 0.38  -0.438
C 4.95 1.46 -1.79  0.016
C 4.07 -1.78 -3.26  -0.145
C -1.02 -0.41 1.37  -0.111
C 3.58 2.16 -1.82  -0.523
C -0.39 0.79 -2.50  -0.031
C 1.02 -2.33 -2.40  -0.147
C 3.49 -1.66 -1.90  -0.203
H 1.08 -1.46 -3.07  0.124
H 1.25 0.11 -1.36  0.096
H 3.54 1.81 2.00  0.113
H 2.50 3.22 2.34  0.124
H 4.05 3.10 0.21  0.127
H -1.96 1.57 0.94  0.116
H 5.14 1.09 -0.77  0.090
H -1.70 -0.85 2.12  0.127
H 0.24 1.57 -2.94  0.103
H 1.36 0.92 2.72  0.126
H 0.69 -3.17 -3.02  0.111
H 0.01 2.92 1.70  0.123
H 4.25 -1.86 -1.14  0.130
H 2.73 -3.68 -1.98  0.126
H -1.30 1.32 -2.17  0.092
H -1.37 1.32 2.56  0.109
H 3.17 -0.62 -1.73  0.080
H 5.76 2.16 -2.02  0.098
H 0.23 2.22 0.13  0.090
H -0.03 -0.81 1.65  0.123
H -0.77 -4.47 -1.90  0.002
H 5.02 0.65 -2.53  0.071
H -2.92 0.38 -0.60  0.134
H -0.71 0.05 -3.25  0.092
H 1.75 0.52 1.05  0.090
H 4.75 -1.81 -5.41  0.038
H 2.17 -2.74 -0.61  0.093
H -2.80 -1.15 -1.45  0.142
H -2.26 -3.31 -0.67  -0.002
H 2.42 3.81 0.02  0.135

***

8.
Computed, not measured: a molecular structure, C17H30F6N4O6PRuS5Sb, with the ωB97M-V functional and the def2-TZVPD basis.

The expectation value of S² is 6.0394. Its multiplicity is 5. As for the total charge: -2. The energy above the lowest of the compared OMol25 structures with the same formula, charge and spin is 1.194 eV. For the energy, the calculation gives -125253.3570 eV.

Each line ends with the Mulliken spin population.
Cartesian coordinates (Å):
Sb 0.68 -3.59 2.08  0.003
Ru 0.48 -0.92 0.84  2.857
S 2.71 -3.91 3.14  -0.010
S -0.13 -1.30 2.98  0.545
S 1.34 -2.86 -0.19  0.316
S -3.54 0.48 0.19  0.010
S -3.25 -2.14 -0.78  0.008
P 0.85 3.20 -1.36  -0.004
F -3.74 1.52 2.59  -0.001
F -3.75 -4.64 -0.17  0.000
F -3.67 -0.64 2.57  0.000
F -4.19 -3.25 1.43  0.000
F -5.53 -3.41 -0.27  0.000
F -5.48 0.38 1.99  0.000
O -1.94 -2.26 -0.22  -0.002
O -3.44 -2.47 -2.16  0.000
O -2.11 0.58 0.32  -0.015
O 3.11 -0.20 0.00  -0.066
O 0.22 2.99 -0.05  0.012
O -4.25 1.59 -0.38  0.001
N -0.06 4.26 -2.31  -0.001
N 2.38 3.90 -1.28  0.002
N 1.14 1.85 -2.26  0.017
N -4.08 -0.87 -0.39  -0.001
C -2.36 4.30 -1.73  0.000
C 3.02 -0.27 2.41  0.032
C -4.14 0.42 1.94  -0.002
C 2.47 5.33 -0.99  0.001
C 2.53 5.39 0.54  0.001
C 0.29 0.66 -2.12  -0.386
C 2.30 -0.18 1.09  0.334
C -0.76 3.81 -3.51  -0.001
C 1.94 0.38 -3.87  0.004
C -1.04 5.07 -1.59  0.001
C 3.26 3.22 -0.30  -0.098
C 0.97 -0.40 -3.00  0.030
C -4.24 -3.42 0.11  0.002
C 3.41 4.18 0.89  -0.005
C 2.38 1.52 -2.95  -0.006
C -2.23 3.58 -3.09  0.001
C 4.30 -1.00 0.05  0.051
H 4.63 -1.11 -0.98  -0.006
H 0.23 0.32 -1.08  0.357
H 5.08 -0.50 0.64  0.002
H -2.42 3.56 -0.93  0.000
H -2.46 2.52 -2.99  -0.001
H -2.91 3.99 -3.84  0.000
H -0.74 0.87 -2.43  -0.042
H -0.28 2.92 -3.93  0.002
H 3.14 1.17 -2.24  0.003
H -1.10 6.05 -2.09  0.000
H 1.64 5.87 -1.43  0.000
H 3.25 -1.32 2.65  0.004
H -3.24 4.94 -1.67  0.000
H 2.83 2.26 -0.01  0.051
H 3.95 0.31 2.37  0.009
H 4.23 3.01 -0.77  0.002
H 4.45 4.49 1.00  0.001
H 1.44 0.80 -4.75  0.000
H 4.08 -1.98 0.47  0.004
H 2.38 0.10 3.20  0.002
H 1.53 5.25 0.94  0.000
H 2.77 2.39 -3.48  0.000
H 0.24 -0.98 -3.58  0.008
H 3.10 3.71 1.82  0.000
H -0.75 5.22 -0.56  0.000
H 1.50 -1.11 -2.36  -0.023
H 3.40 5.72 -1.43  0.000
H -0.70 4.60 -4.27  0.000
H 2.93 6.34 0.92  0.000
H 2.79 -0.22 -4.21  0.000

***

What is the energy in the first record? -44438.8807 eV

***

Among the records above, which one has the lowest energy? C17H30F6N4O6PRuS5Sb

***

Which value of energy does entry 8 give? -125253.3570 eV

***

What is the formula in the second record? C17H29N2O5P2Pb